Record 1
The following is a quantum chemistry calculation of 14 unconnected molecules or ions with the total composition C36H104N4O24 at a distorted geometry, from the OMol25 dataset.

Calculated total energy: -3458.33117 hartree
Relative energy (zero: lowest compared OMol25 entry of this formula, charge and spin): 144.8 kcal per mole

The geometry in ORCA input format:
```
! wB97M-V def2-TZVPD RIJCOSX def2/J DEFGRID3
* xyz 0 1
C -4.3176 -19.4119 13.0601
C -4.5096 -19.5332 14.5592
C -3.4087 -18.8748 15.4841
O -2.1419 -19.2170 14.9681
C -1.2180 -18.2170 15.3801
N -5.8035 -19.0508 15.0267
H -4.6308 -18.3989 12.8072
H -4.9947 -20.0562 12.4994
H -3.2790 -19.5435 12.7565
H -4.4622 -20.6084 14.7318
H -3.4949 -19.1431 16.5371
H -3.5986 -17.8033 15.4205
H -1.0311 -18.1324 16.4506
H -1.4659 -17.2130 15.0359
H -0.2998 -18.3984 14.8214
H -5.8361 -18.0781 14.7568
H -5.8220 -19.0458 16.0365
C -8.3992 -32.1976 -3.2070
C -9.2604 -33.1256 -2.3766
C -10.4262 -32.3504 -1.7137
O -9.9133 -31.4791 -0.6491
C -10.8464 -30.5431 -0.2079
N -9.8842 -34.0887 -3.3103
H -7.9269 -31.4176 -2.6098
H -8.9887 -31.5234 -3.8282
H -7.6397 -32.6547 -3.8413
H -8.6338 -33.6824 -1.6799
H -11.0872 -33.0705 -1.2315
H -10.9785 -31.7884 -2.4669
H -10.4128 -29.9539 0.6001
H -11.7013 -31.0496 0.2401
H -11.0949 -29.7633 -0.9278
H -10.4852 -33.5862 -3.9477
H -9.2560 -34.4362 -4.0206
C -4.8398 -30.5119 2.2932
C -4.3099 -30.2319 3.7196
C -5.3072 -30.5252 4.8505
O -4.8409 -30.2693 6.1486
C -5.7119 -30.6599 7.2274
N -3.1407 -31.0745 3.8137
H -5.1445 -31.5510 2.1686
H -4.0074 -30.2823 1.6281
H -5.6991 -29.8778 2.0747
H -3.9765 -29.2108 3.9051
H -5.6193 -31.5680 4.9076
H -6.2046 -29.9847 4.5495
H -6.7111 -30.2245 7.2109
H -5.3711 -30.3402 8.2121
H -5.7278 -31.7492 7.2631
H -3.3585 -32.0459 3.6431
H -2.6103 -30.8223 2.9920
C -4.3955 -16.5001 5.7585
C -5.1948 -15.4772 4.9730
C -5.0168 -14.0057 5.5567
O -5.2091 -13.9942 6.9469
C -6.5200 -13.9678 7.3922
N -4.8079 -15.5905 3.5729
H -4.6727 -16.5241 6.8124
H -3.3328 -16.2748 5.6699
H -4.5856 -17.4697 5.2982
H -6.2197 -15.8473 5.0014
H -5.6211 -13.3507 4.9290
H -3.9751 -13.7342 5.3859
H -6.6298 -13.8131 8.4655
H -6.9755 -14.9393 7.2004
H -6.9911 -13.0851 6.9596
H -5.3846 -14.8325 3.2368
H -3.8386 -15.3178 3.6510
C -9.4882 -19.9061 -1.0045
C -10.6787 -19.8614 -1.9762
O -10.5841 -20.8911 -2.9679
O -8.1845 -19.7327 -1.5434
H -9.5323 -20.8399 -0.4439
H -9.6969 -19.0984 -0.3031
H -10.7797 -18.8724 -2.4233
H -11.5092 -19.9510 -1.2759
H -10.4734 -20.4241 -3.7993
H -7.5471 -20.0074 -0.8802
C -5.9000 -24.9494 -2.7994
C -7.0797 -25.3707 -3.6798
O -7.4599 -24.3012 -4.5011
O -6.2077 -24.3592 -1.5616
H -5.1802 -24.3299 -3.3345
H -5.3656 -25.8346 -2.4544
H -7.9790 -25.6761 -3.1449
H -6.8418 -26.2059 -4.3385
H -7.9540 -23.7100 -3.9284
H -5.3901 -24.1214 -1.1181
C -15.4763 -26.6240 5.5813
C -14.0208 -26.8248 6.1913
O -14.0641 -28.0390 6.9767
O -16.3874 -26.3128 6.6400
H -15.8512 -27.4689 5.0036
H -15.4935 -25.7907 4.8787
H -13.8532 -25.9765 6.8549
H -13.1763 -26.8557 5.5028
H -14.1234 -28.7990 6.3933
H -15.9594 -26.7279 7.3924
C -13.5511 -21.1565 3.5089
C -14.9933 -20.5024 3.3109
O -15.1259 -19.3473 4.2124
O -13.2322 -22.1906 2.6096
H -13.5483 -21.5639 4.5199
H -12.7170 -20.4593 3.5889
H -15.7667 -21.1752 3.6815
H -15.2446 -20.3314 2.2641
H -16.0113 -18.9771 4.1869
H -12.3800 -22.5491 2.8682
C -0.9624 -24.4899 6.9017
C -1.3171 -25.1527 8.2064
O -2.5974 -25.7159 8.2530
O -0.8533 -25.3957 5.8321
H -0.0572 -23.8932 7.0137
H -1.8082 -23.8298 6.7091
H -1.3419 -24.4833 9.0663
H -0.5211 -25.8455 8.4795
H -2.6367 -26.5600 7.7975
H -0.4228 -26.1940 6.1467
C -7.3312 -24.0575 4.7932
C -7.9327 -24.4346 6.1570
O -7.2598 -23.8792 7.2046
O -8.1007 -24.5397 3.7338
H -6.2656 -24.2566 4.6789
H -7.2567 -22.9707 4.7569
H -7.9447 -25.5084 6.3439
H -8.9808 -24.1585 6.2726
H -6.4033 -24.2996 7.3109
H -7.5915 -24.4953 2.9212
C -1.1804 -20.9555 1.2469
C -0.9174 -22.2504 0.5031
O -1.5744 -23.3018 1.1389
O -2.6183 -20.7086 1.2800
H -0.5945 -20.1352 0.8323
H -0.8517 -21.1300 2.2714
H 0.1390 -22.4887 0.3787
H -1.3820 -22.1290 -0.4754
H -1.3723 -23.3081 2.0774
H -2.8112 -19.7905 1.4834
C -15.3287 -25.0518 11.9197
C -14.3968 -23.9548 11.4077
O -13.1019 -24.4925 11.1999
O -15.5760 -26.1964 11.0649
H -16.3211 -24.6430 12.1099
H -14.9261 -25.4437 12.8537
H -14.4731 -23.1669 12.1571
H -14.9228 -23.7320 10.4794
H -12.5388 -23.7184 11.2723
H -14.6898 -26.3980 10.7558
C -8.2388 -27.1479 13.3648
C -8.3429 -26.1080 14.5123
O -8.8978 -26.7621 15.6615
O -9.5624 -27.4949 12.9703
H -7.6229 -28.0268 13.5549
H -7.7275 -26.5740 12.5920
H -8.9614 -25.2344 14.3064
H -7.3377 -25.7851 14.7835
H -9.7154 -26.2680 15.7567
H -9.9998 -26.6950 12.6696
C -10.6424 -19.3114 10.8625
C -10.7587 -19.4667 9.2887
O -9.5667 -19.7059 8.6344
O -10.0414 -20.3728 11.5102
H -11.5893 -19.0036 11.3060
H -10.0018 -18.4439 11.0214
H -11.1768 -18.5378 8.9009
H -11.4631 -20.2677 9.0641
H -9.2314 -20.5435 8.9624
H -9.4338 -19.9623 12.1299
*
```

---

Record 2
The following is a quantum chemistry calculation of 2 unconnected molecules or ions with the total composition C6H8N2O at a distorted geometry, from the OMol25 dataset.

Calculated total energy: -417.95250 hartree
Relative energy (zero: lowest compared OMol25 entry of this formula, charge and spin): 144.8 kcal per mole
SMILES string: C#[N+][O-].C=NC=C=CC

The geometry in ORCA input format:
```
! wB97M-V def2-TZVPD RIJCOSX def2/J DEFGRID3
* xyz 0 1
C -0.0889 1.7805 -1.8931
N -0.6469 2.7932 -1.5990
O -1.2655 3.8157 -1.6397
H 0.3005 0.7869 -1.9240
C 2.7152 -1.3327 -0.7681
N 1.6162 -0.8420 -0.4616
C 1.2916 -0.6005 0.8957
C 0.1046 -0.1597 1.0518
C -1.1777 0.2655 1.1679
C -2.3007 -0.7520 1.0792
H 3.0998 -1.4478 -1.8046
H 3.3668 -1.6367 0.1159
H 2.0705 -0.7401 1.5884
H -1.4585 1.2773 1.2131
H -3.1169 -0.6580 1.6912
H -1.8491 -1.7069 1.2039
H -2.6609 -0.8424 0.0830
*
```

---

Record 3
The following is a quantum chemistry calculation of 2 unconnected molecules or ions with the total composition C29H39Cl2FNO4P at a distorted geometry, from the OMol25 dataset.

Calculated total energy: -2844.94846 hartree
SMILES string: C=CC1=C(F)C(=O)c2c(CCCCCCCCCOC)cc([C@@H](Cl)[C@H](C)Cl)c([PH2]=O)c2C1=O.CCCC#N

The geometry in ORCA input format:
```
! wB97M-V def2-TZVPD RIJCOSX def2/J DEFGRID3
* xyz 0 1
C 4.3433 -1.4820 6.0096
C 2.8882 -1.4834 5.6919
C 2.0715 -0.3403 4.8444
C 2.6754 0.4725 3.7130
F 4.0789 0.2909 3.2765
C 1.6944 1.5655 2.9121
O 2.1549 2.7375 2.4685
C 0.1030 1.0673 2.7785
C -0.7605 1.4364 1.4232
C -0.0710 2.3161 0.1818
C -0.8309 2.0357 -1.2439
C 0.2769 2.2327 -2.4400
C 0.4863 0.8789 -3.3467
C 0.6751 1.1651 -4.9503
C 1.1482 -0.1417 -5.8279
C 0.7486 -1.5940 -5.1462
C -0.9040 -1.8213 -5.1354
C -1.2671 -3.0288 -4.0486
O -2.6927 -3.0211 -3.6450
C -2.7647 -3.9365 -2.4643
C -2.3022 0.8518 1.3670
C -2.9829 -0.0730 2.5840
C -4.5070 -0.6187 2.3418
Cl -4.6517 -2.5026 2.4094
C -5.6682 0.1483 3.2241
C -6.9326 -0.8045 3.6573
Cl -6.3195 1.5394 2.1867
C -2.1269 -0.4156 3.9450
P -2.7629 -1.4183 5.4260
O -4.3205 -1.6230 5.5251
C -0.5593 0.1643 4.0227
C 0.4703 -0.1227 5.2763
O 0.1598 -0.1510 6.5714
H 4.8935 -2.5371 5.9984
H 4.8960 -0.4667 6.2037
H 2.2477 -2.4209 6.0597
H 0.0641 3.4474 0.4602
H 1.0272 1.8630 0.0646
H -1.7459 2.7710 -1.2984
H -1.1728 0.9162 -1.2721
H -0.1061 3.1031 -3.1275
H 1.3167 2.5872 -1.9775
H 1.3916 0.1992 -2.9837
H -0.5035 0.2349 -3.2352
H 1.5478 1.9677 -5.0487
H -0.2738 1.6301 -5.4587
H 2.3182 -0.0996 -5.9375
H 0.6890 -0.1221 -6.9144
H 1.2197 -1.7417 -4.0700
H 1.1872 -2.4289 -5.8431
H -1.2282 -2.1574 -6.2332
H -1.4916 -0.8398 -4.8559
H -1.0339 -4.0635 -4.5655
H -0.5808 -2.9505 -3.0965
H -2.6062 -3.3095 -1.4859
H -3.7705 -4.5595 -2.4501
H -1.8399 -4.6857 -2.5416
H -2.9627 1.0599 0.3975
H -4.7713 -0.3658 1.2042
H -5.1673 0.5247 4.2401
H -6.7630 -1.4447 4.6239
H -7.2937 -1.5434 2.8183
H -7.8469 -0.0650 3.8578
H -2.3784 -0.7210 6.6618
H -2.1256 -2.7358 5.5368
C 5.9094 3.1992 -1.6684
C 5.0686 2.2531 -0.8170
C 4.8096 0.9089 -1.5003
C 4.0540 1.1311 -2.8004
N 3.4272 1.3153 -3.8789
H 5.4038 3.4584 -2.6040
H 6.0928 4.1340 -1.1292
H 6.8789 2.7502 -1.9128
H 4.1147 2.7408 -0.5818
H 5.5837 2.0780 0.1339
H 4.2158 0.2629 -0.8453
H 5.7545 0.3981 -1.7152
*
```

---

Record 4
The following is a quantum chemistry calculation of a molecular structure, C40H35BrFKN5OS at a distorted geometry, from the OMol25 dataset.

Calculated total energy: -5566.37216 hartree
Relative energy (zero: lowest compared OMol25 entry of this formula, charge and spin): 32.8 kcal per mole

The geometry in ORCA input format:
```
! wB97M-V def2-TZVPD RIJCOSX def2/J DEFGRID3
* xyz -1 1
K -0.9603 -0.5009 0.1488
C 4.4066 -1.0623 -1.4276
C 3.6303 0.1623 -1.8194
C 3.8812 1.3798 -1.1961
C 3.1777 2.5264 -1.5342
C 3.4390 3.8282 -0.8284
C 2.2078 2.4381 -2.5254
C 1.9311 1.2386 -3.1747
C 0.8442 1.1622 -4.2068
C 2.6559 0.1080 -2.8088
H 3.7347 -1.8470 -1.0782
H 5.1122 -0.8338 -0.6266
H 4.9730 -1.4588 -2.2730
H 4.6423 1.4290 -0.4251
H 4.3765 3.7915 -0.2722
H 2.6423 4.0652 -0.1185
H 3.4980 4.6605 -1.5314
H 1.6653 3.3323 -2.8166
H -0.0804 0.7948 -3.7527
H 1.1005 0.4701 -5.0089
H 0.6518 2.1415 -4.6475
H 2.4489 -0.8321 -3.3072
Br -0.3016 1.1684 7.7160
C -0.5481 0.3661 6.0082
C 0.0696 -0.8553 5.7155
C -0.1040 -1.4444 4.4945
C -0.8933 -0.8639 3.4381
O -1.0179 -1.4392 2.3269
C -1.5205 0.3946 3.7892
C -2.4010 1.1465 2.9038
N -2.5169 0.9698 1.6478
C -3.5005 1.6441 0.9206
C -4.8269 1.5869 1.2560
C -5.8151 2.1549 0.4150
C -5.4683 2.7498 -0.7590
C -4.1005 2.8218 -1.1390
C -3.6819 3.3964 -2.3635
C -2.3587 3.4196 -2.6738
C -1.4377 2.8809 -1.7423
N -1.7801 2.3540 -0.6020
C -3.1088 2.2911 -0.2996
C -1.3427 0.9575 5.0605
H 0.6754 -1.3398 6.4729
H 0.3396 -2.4081 4.2841
H -2.9820 1.9417 3.3956
H -5.1154 1.0493 2.1500
H -6.8559 2.0804 0.7028
H -6.2199 3.1563 -1.4248
H -4.4271 3.7860 -3.0473
H -1.9986 3.8201 -3.6113
H -0.3806 2.8797 -1.9800
H -1.8494 1.8893 5.2851
C -0.1672 -5.3979 0.5690
N 0.7965 -4.5884 1.2849
C 1.2150 -4.8253 2.5770
C 2.0076 -3.8020 2.9351
N 2.0626 -2.9260 1.8560
C 1.3085 -3.4227 0.8119
S 1.1095 -2.8252 -0.7297
C 2.5899 -1.6078 1.9995
C 3.7643 -1.4486 2.7291
C 4.1912 -0.1570 2.9774
C 3.4629 0.9059 2.4642
C 2.3371 0.6202 1.7083
N 1.8965 -0.6138 1.4881
H -0.0130 -6.4426 0.8337
H -0.0114 -5.2521 -0.4974
H -1.1796 -5.0856 0.8261
H 0.9066 -5.6974 3.1233
H 2.5012 -3.5875 3.8635
H 4.3207 -2.3025 3.0862
H 5.0881 0.0116 3.5599
H 3.7552 1.9334 2.6271
H 1.7544 1.4228 1.2725
F -3.6114 -2.0471 -6.1878
C -3.0344 -1.6422 -5.0065
C -1.7353 -2.0079 -4.7298
C -1.1802 -1.5783 -3.5227
C -1.8223 -0.7875 -2.5434
C -3.1471 -0.4875 -2.9341
C -3.7683 -0.8840 -4.1220
H -1.1856 -2.6130 -5.4415
H -0.1509 -1.9016 -3.3540
H -3.7790 0.1087 -2.2717
H -4.7919 -0.6195 -4.3612
*
```

---

Frontier orbital gap list, top to bottom, in eV: 9.14 10.34 6.96 5.70